# 1
This record from the OMol25 dataset describes a cluster of 2 separate species, C3H10P2 in total. The level of theory is ωB97M-V/def2-TZVPD.

The geometry in XYZ format:
```
15
Properties=species:S:1:pos:R:3:forces:R:3:nbo_charge:R:1
P 0.2486 -0.0895 -0.3150 -0.307 -0.319 -0.216 0.571
H 0.1582 2.3329 0.4597 -0.390 -0.681 -0.668 0.243
H -0.2285 -2.3250 0.4620 -1.061 -2.451 -1.101 0.220
C 0.0539 -1.4953 0.9785 -2.382 4.443 -0.750 -0.859
H 0.9688 -1.5963 1.3922 2.773 -0.501 1.882 0.213
C 0.0493 1.2927 0.8254 -3.741 1.725 -0.246 -0.971
H 2.7164 1.2965 -1.1466 -0.528 -1.711 0.455 0.018
H -0.7329 -1.0504 1.6553 0.871 -1.026 -0.557 0.238
H -0.9622 1.2759 1.4249 1.663 -0.208 -1.510 0.249
H -3.0958 0.7105 -1.9091 -0.721 1.683 -1.906 0.061
C -2.6739 0.0718 -1.2094 2.492 -3.982 0.597 -0.238
P 2.5102 -0.0862 -0.5388 -0.292 1.201 -0.235 -0.052
H -2.1476 -0.8221 -1.8808 -1.469 2.062 1.441 0.100
H 0.7486 1.3085 1.5423 2.823 -0.489 2.955 0.209
H 2.3870 -0.8240 -1.7405 0.269 0.255 -0.140 -0.001
```
Positions in Å, forces in eV/Å.

For the relative energy (zero: lowest compared OMol25 entry of this formula, charge and spin), the calculation gives 111.2 kcal/mol. The frontier orbital gap (spin up / spin down) is 7.52 / 7.46 eV. Its HOMO energy (spin up / spin down) is -8.27 / -8.15 eV.


# 2
This record from the OMol25 dataset describes the molecule C17H24N4O3S2. The level of theory is ωB97M-V/def2-TZVPD.

The geometry in XYZ format:
```
50
Properties=species:S:1:pos:R:3:forces:R:3:nbo_charge:R:1
C 0.0805 3.0206 -2.4937 0.146 0.023 0.222 -0.401
H 2.0948 3.0523 -3.2630 0.098 0.007 0.020 0.217
H -0.6772 1.8965 -0.7880 -0.023 -0.109 0.112 0.203
N -4.8738 -1.6992 -0.5993 0.521 -0.519 -0.268 -1.076
H 1.2830 0.7704 -3.7028 0.102 -0.031 0.051 0.213
C 0.0595 2.3465 3.4130 0.108 0.045 -0.059 -0.404
H -1.6217 -2.3591 0.5924 0.052 -0.061 0.191 0.249
C 1.5354 2.5392 -2.4791 -0.202 -0.172 -0.228 -0.408
C 1.0217 3.3286 4.0787 -0.006 -0.152 0.002 -0.411
H -2.9050 -1.5362 -3.3779 -0.028 0.040 -0.187 0.241
H -0.0618 3.5049 -0.3957 0.046 0.048 0.124 0.200
C -0.3152 -1.0836 -0.5777 -0.116 0.301 -0.793 0.090
C -1.0391 -0.5978 -2.8718 0.007 0.061 -0.049 -0.254
H 4.0884 -0.7863 1.6546 -0.140 0.056 0.093 0.256
C -0.1245 -0.4580 -1.8388 -0.449 -0.477 0.438 0.185
C 2.2919 2.4991 4.2300 0.302 0.181 0.290 -0.212
H 2.2986 -0.8242 1.7758 0.053 -0.027 0.063 0.285
C -1.4452 -1.8564 -0.3428 0.200 0.042 0.018 -0.173
O 4.3246 0.8366 3.5160 0.332 -0.067 0.137 -0.622
C -0.6078 2.9233 -1.1359 -0.036 0.030 -0.199 -0.605
H 1.0588 2.1744 1.4981 -0.089 -0.079 0.023 0.189
H -5.1520 -1.8464 0.3575 0.026 -0.110 0.226 0.401
H -0.3360 1.6507 4.1533 -0.049 -0.035 0.025 0.204
H 1.2022 4.1795 3.4207 0.002 0.047 -0.007 0.202
H 0.6557 3.6979 5.0337 0.021 0.071 0.019 0.220
H -0.7729 2.8369 2.9129 -0.064 -0.042 -0.014 0.218
H -0.8897 -0.1305 -3.8327 -0.025 0.035 -0.116 0.219
N 2.2440 1.5643 3.1145 -0.107 0.227 0.230 -0.427
C 3.3051 0.7868 2.8529 -0.128 -0.153 -0.283 0.664
N 0.7374 -0.7796 0.2435 0.329 0.024 0.188 -0.523
S -3.8244 -2.9147 -1.1274 -0.632 0.435 0.273 2.303
C 3.1786 -0.1873 1.6907 0.167 -0.007 -0.201 -0.619
H -0.4876 2.4512 -3.2318 -0.040 0.033 -0.128 0.195
H 2.3014 1.9399 5.1717 0.049 0.086 -0.016 0.198
H 3.2103 3.0878 4.1810 -0.069 -0.043 0.087 0.219
H 2.7741 0.7987 -2.7342 -0.116 -0.089 -0.129 0.221
C -2.1564 -1.3701 -2.6211 0.016 0.060 -0.227 -0.186
O -3.6396 -3.8386 -0.0465 0.228 0.301 0.117 -0.938
H 0.0656 4.0665 -2.8070 -0.043 -0.037 -0.084 0.209
S 3.0273 0.6530 0.0807 0.373 0.113 0.055 0.278
C -2.3376 -1.9743 -1.3830 -0.397 -0.470 0.079 -0.354
C 1.5255 -0.0208 -0.4732 -0.277 -0.305 0.407 0.253
H 0.6014 0.6060 2.1926 0.048 0.139 -0.028 0.234
N 1.0682 0.2157 -1.7381 -0.056 -0.257 0.271 -0.397
C 0.9662 1.6066 2.4327 -0.432 -0.113 -0.329 -0.229
C 1.7051 1.0371 -2.7315 0.322 0.568 -0.197 -0.212
H -1.6179 3.3210 -1.2012 -0.112 0.025 0.077 0.215
H -5.6763 -1.6218 -1.2030 -0.117 -0.059 -0.222 0.401
O -4.3210 -3.3924 -2.3853 0.130 0.335 -0.088 -0.940
H 1.9980 2.7941 -1.5242 0.076 0.079 0.013 0.210
```
Positions in Å, forces in eV/Å.

For the relative energy (zero: lowest compared OMol25 entry of this formula, charge and spin), the calculation gives 0.0 kcal/mol. The frontier orbital gap is 9.06 eV. Its HOMO energy is -8.54 eV. As for the structure (SMILES): CCCCn1c(SCC(=O)N2CCCC2)nc2cc(S(N)(=O)=O)ccc21.


# 3
This record from the OMol25 dataset describes the ion C5H13N2O with charge +1. The level of theory is ωB97M-V/def2-TZVPD.

The geometry in XYZ format:
```
21
Properties=species:S:1:pos:R:3:forces:R:3:nbo_charge:R:1
H -2.6209 0.5228 0.5058 -0.083 0.082 -0.093 0.457
H -2.1164 -0.8178 -0.2316 0.346 -0.061 -0.217 0.454
H -2.0346 0.6664 -1.0506 -0.276 -0.331 -0.274 0.448
H 2.5273 1.0783 -0.4048 0.278 0.559 -0.139 0.371
C 0.5258 -0.5301 0.0091 1.290 0.777 -1.416 -0.462
O -1.6975 -0.3774 2.2497 -0.780 -0.640 -1.105 -0.753
H 0.9734 -2.1135 -2.2892 -0.741 0.105 0.801 0.215
C -0.5565 0.5336 0.3863 1.808 -2.388 0.680 -0.080
H 1.9363 -0.9576 -3.1379 0.393 0.391 0.159 0.205
C -0.6679 0.4905 1.9374 0.494 2.669 0.078 -0.071
H -1.8596 -0.5464 3.1673 0.220 0.155 0.862 0.516
H 0.2858 0.2402 2.4172 -0.169 -0.228 -0.405 0.202
C 1.3863 -1.1200 -2.2173 0.367 -0.047 -1.455 -0.476
N 2.0828 0.9862 -1.3098 -0.709 0.405 1.426 -0.832
H -0.1996 1.4413 -0.1121 -0.517 0.257 0.691 0.257
H 2.7458 1.1497 -2.0549 -0.226 -0.460 -0.097 0.405
H 0.1781 -1.5439 -0.1378 -0.531 -0.133 0.079 0.242
H 1.3149 -0.6316 0.7648 -0.563 0.380 0.461 0.236
N -1.9250 0.1819 -0.1637 0.240 0.736 0.212 -0.673
H -0.8505 1.5470 2.2380 -0.361 -0.541 0.297 0.177
C 1.3404 -0.1951 -1.2630 -0.479 -1.684 -0.544 0.161
```
Positions in Å, forces in eV/Å.

For the relative energy (zero: lowest compared OMol25 entry of this formula, charge and spin), the calculation gives 52.7 kcal/mol. The frontier orbital gap is 8.55 eV. Its HOMO energy is -11.87 eV. The total charge is +1. As for the structure (SMILES): C=C(N)C[C@@H]([NH3+])CO.


# 4
This record from the OMol25 dataset describes a structure of composition C24H41F3O3P2SY. The level of theory is ωB97M-V/def2-TZVPD.

The geometry in XYZ format:
```
75
Properties=species:S:1:pos:R:3:forces:R:3:lowdin_charge:R:1
H 2.3719 6.1166 0.8387 -0.163 -0.283 0.009 0.104
H -3.3202 -2.3989 -2.4930 0.103 -0.056 0.390 0.103
C 4.2493 3.4112 1.0257 0.277 0.080 0.523 -0.017
H 4.5005 0.9794 -0.6049 0.032 -0.076 -0.177 0.080
H 0.2319 -2.8442 -1.2653 0.157 0.360 0.000 0.000
P -1.5711 0.7396 0.1235 -0.348 -0.644 0.286 0.792
H -1.4514 -6.0386 -2.6859 0.049 0.295 0.054 0.125
H 3.5611 0.6606 -2.0792 0.155 0.032 0.085 0.070
C 1.5463 2.7866 4.6726 0.640 1.058 0.864 -0.584
H -3.1838 -0.4442 -1.3203 0.240 0.350 0.060 0.015
H -2.4230 1.2189 2.3526 -0.171 -0.074 -0.391 0.038
C -1.4858 -4.9845 -2.3592 -0.216 0.013 -0.283 -0.174
H 0.6803 5.6263 1.0252 0.163 0.000 0.143 0.083
H -3.0143 -5.8424 -0.0643 0.269 0.180 0.293 0.106
C 1.3002 2.1522 -2.9826 -0.228 -0.231 -0.395 -0.035
H -3.1026 1.3228 -1.6202 0.201 -0.289 -0.121 0.057
H 3.9449 3.2670 2.0731 0.331 0.045 -0.226 0.071
H -2.4951 -5.5294 1.5953 -0.093 -0.007 -0.355 0.119
C -2.9718 -4.5461 -2.3088 0.221 -0.506 -0.482 -0.187
F 1.9065 2.2011 5.8234 -0.410 0.279 -1.024 0.156
C 1.5073 -2.2345 1.3558 0.375 0.083 0.246 -0.246
C -2.8759 1.0478 1.3621 -0.051 0.288 0.168 -0.256
C 1.7121 5.2672 1.0790 -0.068 0.283 0.481 -0.018
H 4.7064 4.4101 0.9489 -0.148 -0.269 0.021 0.104
C -0.6896 -4.8238 -1.0997 0.184 -0.529 0.650 -0.147
H 2.5010 -2.5550 1.0154 -0.189 0.025 0.170 0.058
H -0.4483 -4.6493 0.9883 -0.066 -0.120 -0.393 0.092
H -4.5112 -4.2262 0.8570 0.232 0.199 -0.008 0.126
O -0.0912 0.6377 4.2080 0.568 0.678 -0.264 -0.231
H 1.6156 -1.7483 2.3366 -0.020 -0.208 -0.266 0.042
S 0.7361 1.5648 3.4993 0.177 0.524 -0.946 0.588
C 1.7410 2.7154 -1.6767 0.367 0.551 0.653 -0.310
H 0.0445 5.3909 -1.9310 0.008 -0.260 0.147 0.103
H -3.4155 1.9578 1.0652 0.093 -0.201 0.161 0.056
H 0.4293 -1.3369 -2.2015 0.189 -0.093 0.089 0.044
H 0.8542 -3.1110 1.4448 0.141 0.292 -0.117 0.032
C -0.9488 -0.9570 0.5843 0.336 0.345 -0.164 -0.500
H -1.8026 0.2381 -2.2248 -0.268 0.099 0.096 0.041
H -3.8092 -1.8910 -0.1688 0.277 -0.318 -0.233 0.084
O 0.0492 2.5084 2.5447 0.213 -0.842 0.774 -0.414
H -3.5647 -5.3205 -1.8057 0.087 0.368 -0.204 0.106
C 1.0880 3.7744 -0.9574 1.109 -0.306 -0.147 -0.312
C -1.1514 -4.7856 0.1588 0.526 -0.345 -0.428 -0.110
C 2.9705 2.4105 -1.0035 -0.663 0.994 -0.078 -0.316
H -1.0870 -1.1358 1.6582 0.060 0.136 -0.125 0.069
H 1.8745 -2.2473 -1.6327 -0.266 0.149 -0.106 0.060
H 1.6393 2.7828 -3.8223 -0.122 -0.209 0.280 0.104
C 4.0046 1.4468 -1.4608 0.341 -0.341 -0.095 -0.037
C -3.4621 -2.8963 -0.4453 -0.506 -0.064 -0.832 -0.151
C 3.0821 3.2903 0.1168 -0.593 0.233 -0.820 -0.310
H 1.7088 1.1471 -3.1440 -0.111 0.177 -0.033 0.069
P 0.8702 -1.0133 0.1651 -0.631 -0.842 0.160 0.785
H 5.0172 2.6778 0.7677 -0.063 0.091 0.177 0.081
Y 1.1337 1.7948 0.6165 -0.295 -0.107 0.520 1.350
H -0.7779 3.8260 -2.0051 0.018 0.141 0.101 0.071
F 2.6608 3.2927 4.0784 -1.044 -0.583 0.377 0.109
C 0.8458 -1.9456 -1.3902 0.183 0.032 -0.292 -0.258
O 1.8733 0.9859 2.6989 -0.899 0.207 0.847 -0.410
C -3.2246 -3.1863 -1.7360 -0.399 0.487 0.578 -0.099
H -3.5888 0.2163 1.4210 0.178 0.128 -0.055 0.052
C -3.4825 -3.8584 0.7000 0.096 -0.254 0.432 -0.178
F 0.7259 3.8319 4.9413 0.609 -1.380 -0.380 0.140
H 0.2053 2.0880 -3.0407 0.218 -0.008 -0.090 0.068
C 1.9216 4.1309 0.1469 0.424 -0.438 -0.931 -0.310
H -3.2209 -3.3044 1.6177 -0.083 -0.142 -0.220 0.109
H -3.3107 -4.5198 -3.3563 -0.017 -0.135 0.336 0.117
H 4.7863 1.9378 -2.0608 -0.233 -0.089 0.151 0.104
C -2.5123 0.4190 -1.4060 0.036 0.271 -0.231 -0.256
C -2.5525 -5.0901 0.5869 -0.540 0.137 0.356 -0.185
H 1.9315 4.9682 2.1126 -0.106 0.218 -0.142 0.075
H -0.9813 -4.4124 -3.1579 -0.109 -0.166 0.243 0.114
C -0.1617 4.4680 -1.3670 -0.446 0.199 -0.070 -0.034
H 0.3971 -4.8501 -1.2628 -0.391 0.272 0.197 0.109
H -0.7513 4.7519 -0.4894 -0.060 0.014 -0.171 0.079
H -1.4846 -1.7344 0.0240 0.132 0.100 0.179 0.022
```
Positions in Å, forces in eV/Å.

For the relative energy (zero: lowest compared OMol25 entry of this formula, charge and spin), the calculation gives 0.0 kcal/mol. The frontier orbital gap is 8.39 eV. Its HOMO energy is -11.16 eV. The total charge is +1.


# 5
This record from the OMol25 dataset describes a structure of composition C11H35BN9O9Pd2. The level of theory is ωB97M-V/def2-TZVPD.

The geometry in XYZ format:
```
67
Properties=species:S:1:pos:R:3:forces:R:3:lowdin_spin:R:1
H 0.7519 -1.4361 -4.3949 0.622 -0.737 -0.543 0.017
H -1.9174 -2.1166 -8.1193 -0.151 0.005 0.104 0.000
H -2.9703 -6.4625 0.4653 0.098 -0.056 0.548 0.000
N 3.3533 2.9777 5.3187 -3.817 3.558 0.334 0.000
H -0.4653 -1.3492 -1.7579 -0.215 0.778 0.113 0.005
H 3.0533 -2.3557 2.5283 0.152 -0.110 0.207 0.000
H 2.3085 1.3179 -0.5149 0.278 0.220 0.152 0.003
H 2.7429 -0.2430 -1.1558 -0.150 -0.327 -0.136 0.004
H -0.0143 1.0552 -3.2222 0.412 -0.106 -0.439 0.000
H 4.6757 0.2438 4.7873 -0.337 0.126 -0.017 0.000
O -1.2582 0.6510 3.8008 -5.579 -0.701 1.927 0.406
Pd -1.5544 -2.1558 4.6538 0.462 0.988 -0.685 0.963
O 0.5735 -0.2101 3.3400 1.914 -1.473 -0.984 0.227
O 5.0773 -4.1123 1.0980 -0.100 -1.416 -1.132 0.000
H -1.3508 -0.1201 -4.3681 0.187 0.109 -0.139 0.032
N -1.7856 6.7206 -0.9398 -1.324 1.474 -1.654 0.000
H 0.3880 6.0475 -0.8607 0.562 -0.793 0.428 0.000
C -1.2840 -1.2067 -4.3146 -1.643 -3.012 -0.327 0.069
C -1.6732 -1.8897 -5.6785 0.367 1.418 1.462 0.004
N 3.9724 0.9673 4.8329 0.023 -3.638 -0.924 0.000
H -0.0057 0.9973 -1.5644 0.423 -0.371 0.773 0.014
N -0.1425 5.5490 -0.1606 3.957 -1.563 -0.562 0.000
H -1.6460 -2.9781 -5.6261 0.635 -0.273 -0.003 0.000
H -6.1673 3.4591 4.9831 -3.086 0.224 2.437 0.002
O -1.5660 -3.8858 1.6517 -0.246 0.167 0.328 0.000
O 1.8921 1.1097 -2.4973 -2.308 -1.496 -0.948 0.076
N -2.4255 -5.9391 1.1356 -0.329 -1.692 2.114 0.000
H 2.6959 -4.6461 0.0974 0.303 -0.013 0.350 0.000
H -1.0793 7.0193 -1.5971 -0.983 0.481 -0.170 0.000
H -0.8020 -0.8125 -8.5313 0.187 -0.189 -0.026 0.000
C -0.9477 -1.6778 -7.8846 0.390 -0.515 -1.031 0.000
H 0.1816 4.7835 0.4131 0.465 0.483 -0.215 0.000
H -0.1708 -2.4322 -8.0087 -0.045 -0.063 -0.711 0.000
C -0.1902 0.7484 3.2373 2.209 1.430 0.406 -0.002
O 0.0094 1.9354 2.8285 0.596 0.088 -1.068 0.414
H -2.4672 -6.1699 2.1180 -0.065 -0.524 -0.266 0.000
O -2.0393 5.5387 0.9691 -0.379 -0.493 -0.435 0.003
C 2.7052 0.8188 -1.3990 0.382 -0.296 1.070 0.008
H 3.5582 3.9166 5.6294 -0.110 -0.273 -0.111 0.000
Pd -2.6138 3.1338 3.0970 -1.060 0.131 0.756 0.944
C 0.5534 0.5993 -2.4111 0.293 1.464 -0.757 0.076
C 4.3153 2.1160 5.3671 2.348 1.068 -0.483 0.000
N 2.7990 -4.1710 0.9827 -4.368 -1.633 -2.435 0.000
H 1.2286 -1.4263 -2.0892 0.217 0.026 0.062 0.009
N 0.0056 -1.6044 -3.7355 -0.465 3.853 0.372 0.600
C 0.3010 -0.9688 -2.4334 0.751 -2.166 -0.280 0.070
C 3.9435 -3.8113 1.4495 4.748 0.069 -0.808 0.000
H -2.7138 -1.6620 -5.9097 -0.305 0.252 0.245 0.000
O -0.8372 -1.2614 -6.5656 0.460 0.617 0.427 0.004
H -2.9853 -5.0450 -0.9543 0.226 0.300 0.212 0.000
H -2.1609 -3.5278 -0.7585 -0.310 -0.262 0.079 0.000
B -5.3178 3.4611 4.3179 0.357 0.108 -1.073 0.023
O 5.4248 2.4764 5.7044 1.227 -0.805 0.773 0.000
H -2.0636 -1.6000 -3.6622 0.013 0.497 0.668 0.008
H 4.7369 -2.6102 2.7722 -0.229 -0.071 -0.124 0.000
H 3.7384 1.0876 -1.6188 -0.285 0.376 -0.059 0.000
H 3.0300 0.7912 4.5151 0.342 -0.185 0.126 0.000
H 1.9859 -3.6858 1.3340 0.006 -0.406 -0.167 0.000
C -2.1446 -4.6640 0.9016 0.682 0.104 -0.466 0.000
H -4.5380 2.9542 4.8649 4.047 -2.380 2.538 0.013
N 3.8580 -2.9551 2.4133 -0.629 3.639 4.136 0.000
H -5.5260 2.8677 3.4411 -1.044 -2.424 -3.674 0.000
H -4.9497 4.4283 4.0125 1.377 4.152 -1.123 0.008
H 2.4682 2.8057 4.8636 0.202 0.117 0.228 0.000
N -2.4765 -4.4025 -0.3642 -0.074 2.060 -2.251 0.000
H -2.7038 7.1223 -0.8143 0.381 0.266 -0.383 0.000
C -1.3741 5.8939 -0.0128 -2.665 -0.190 3.233 0.000
```
Positions in Å, forces in eV/Å.

The frontier orbital gap (spin up / spin down) is 5.11 / 1.58 eV. Its HOMO energy (spin up / spin down) is -10.00 / -9.98 eV. The total charge is +1. Its spin multiplicity is 5.


Computed F_max, in the same sequence as the records: 5.10, 0.86, 3.07, 1.56, 5.94 eV Å⁻¹.